[1]
A molecular structure, C42H36FeNO5. Source: the OMol25 dataset; level of theory: wB97M-V/def2-TZVPD.

Element x y z (Å)
Fe  0.63  -0.74  -0.61
O  2.48  -0.38  -0.49
C  3.17  -0.23  0.70
C  2.43  0.82  1.59
C  1.22  0.33  2.33
C  1.07  0.64  3.67
C  -0.08  0.26  4.34
C  -1.05  -0.44  3.64
C  -0.83  -0.75  2.30
C  -1.87  -1.62  1.63
C  -2.10  -1.62  0.10
O  -0.93  -1.82  -0.59
C  -2.73  -0.34  -0.45
C  -2.81  0.85  0.20
C  -3.16  2.11  -0.52
C  -3.89  1.87  -1.80
C  -3.81  0.67  -2.42
C  -3.14  -0.41  -1.81
C  -3.08  -2.78  -0.15
C  -4.43  -2.67  0.15
C  -5.29  -3.74  -0.03
C  -4.80  -4.95  -0.52
C  -3.45  -5.06  -0.83
C  -2.59  -3.99  -0.64
N  0.28  -0.37  1.66
C  3.28  -1.54  1.48
C  3.74  -1.56  2.79
C  3.80  -2.75  3.51
C  3.40  -3.94  2.92
C  2.96  -3.93  1.61
C  2.90  -2.74  0.89
C  4.56  0.34  0.36
C  5.75  -0.31  0.63
C  6.97  0.25  0.26
C  7.02  1.46  -0.40
C  5.82  2.12  -0.69
C  4.61  1.56  -0.32
H  2.13  1.62  0.91
H  3.12  1.26  2.32
H  1.86  1.18  4.18
H  -0.22  0.49  5.39
H  -1.96  -0.76  4.12
H  -2.83  -1.43  2.13
H  -1.62  -2.66  1.88
H  -2.49  0.94  1.23
H  -3.74  2.77  0.12
H  -4.42  2.70  -2.25
H  -4.27  0.53  -3.39
H  -3.01  -1.34  -2.34
H  -4.82  -1.73  0.52
H  -6.34  -3.64  0.20
H  -5.47  -5.78  -0.67
H  -3.07  -6.00  -1.21
H  -1.54  -4.06  -0.88
H  4.07  -0.64  3.27
H  4.16  -2.74  4.53
H  3.44  -4.87  3.48
H  2.65  -4.85  1.13
H  2.57  -2.74  -0.14
H  5.74  -1.27  1.14
H  7.89  -0.28  0.48
H  7.96  1.90  -0.69
H  5.84  3.06  -1.22
H  3.69  2.06  -0.59
C  -2.67  5.49  0.25
O  -2.72  5.22  -1.15
C  -2.09  4.14  -1.65
C  -1.83  4.10  -2.98
C  -1.17  2.95  -3.52
C  -0.66  1.91  -2.81
C  0.01  0.76  -3.47
C  0.11  0.77  -4.98
O  0.45  -0.19  -2.85
C  -0.77  2.02  -1.35
O  -0.13  1.36  -0.55
C  -1.78  2.98  -0.79
H  -3.15  6.46  0.37
H  -1.63  5.56  0.59
H  -3.21  4.75  0.82
H  -2.12  4.92  -3.61
H  -1.05  2.95  -4.60
H  -0.86  0.90  -5.45
H  0.54  -0.18  -5.28
H  0.76  1.58  -5.31
H  -1.43  3.26  0.20

Output
Expectation value of S²: 8.796
Frontier orbital gap (alpha / beta) in eV: 6.465 / 5.824
Total charge: 0
2S+1: 6
Relative energy (zero: lowest compared OMol25 entry of this formula, charge and spin) in kJ/mol: 283.41

And the Mulliken charges, in e, turn out to be: atom 1 (Fe): 1.6270, atom 2 (O): -1.1804, atom 3 (C): 2.9078, atom 4 (C): -2.1874, atom 5 (C): 0.7151, atom 6 (C): -0.5724, atom 7 (C): -1.0331, atom 8 (C): -0.8372, atom 9 (C): 0.2344, atom 10 (C): -2.0208, atom 11 (C): 2.3783, atom 12 (O): -1.1518, atom 13 (C): 0.4105, atom 14 (C): -0.7749, atom 15 (C): 0.4267, atom 16 (C): -1.3551, atom 17 (C): -0.9004, atom 18 (C): -0.9355, atom 19 (C): -0.1661, atom 20 (C): -0.0201, atom 21 (C): -1.0224, atom 22 (C): -0.4218, atom 23 (C): -0.7978, atom 24 (C): -0.4180, atom 25 (N): 0.9871, atom 26 (C): -0.3113, atom 27 (C): 0.1586, atom 28 (C): -1.0052, atom 29 (C): -0.4439, atom 30 (C): -1.0370, atom 31 (C): -0.1856, atom 32 (C): -0.5904, atom 33 (C): -0.1877, atom 34 (C): -0.9072, atom 35 (C): -0.4879, atom 36 (C): -0.8065, atom 37 (C): -0.2572, atom 38 (H): 0.5918, atom 39 (H): 0.3176, atom 40 (H): 0.4944, atom 41 (H): 0.4071, atom 42 (H): 0.5102, atom 43 (H): 0.4712, atom 44 (H): 0.6715, atom 45 (H): 0.5254, atom 46 (H): 0.8332, atom 47 (H): 0.4191, atom 48 (H): 0.4624, atom 49 (H): 0.6838, atom 50 (H): 0.3689, atom 51 (H): 0.4033, atom 52 (H): 0.3944, atom 53 (H): 0.4158, atom 54 (H): 0.3189, atom 55 (H): 0.3890, atom 56 (H): 0.3982, atom 57 (H): 0.4144, atom 58 (H): 0.4270, atom 59 (H): 0.4947, atom 60 (H): 0.3879, atom 61 (H): 0.4088, atom 62 (H): 0.3762, atom 63 (H): 0.3918, atom 64 (H): 0.2994, atom 65 (C): -0.6728, atom 66 (O): -0.4227, atom 67 (C): -0.2455, atom 68 (C): -1.2418, atom 69 (C): -0.5955, atom 70 (C): 0.2078, atom 71 (C): 0.9637, atom 72 (C): -1.8281, atom 73 (O): -0.4805, atom 74 (C): -0.6512, atom 75 (O): -0.1112, atom 76 (C): 0.8804, atom 77 (H): 0.3120, atom 78 (H): 0.2914, atom 79 (H): 0.2531, atom 80 (H): 0.4681, atom 81 (H): 0.4788, atom 82 (H): 0.4278, atom 83 (H): 0.3789, atom 84 (H): 0.4125, atom 85 (H): 1.0684

***

[2]
A molecular structure, C42H37CuN4OP. Source: the OMol25 dataset; level of theory: wB97M-V/def2-TZVPD.

Element x y z (Å)
Cu  1.17  -1.16  1.01
O  2.82  -1.84  1.97
N  -0.30  -1.60  2.59
C  -0.76  -0.74  3.49
C  -2.10  -0.23  3.48
C  -2.77  0.01  4.71
C  -4.10  0.36  4.75
C  -4.83  0.51  3.57
C  -4.17  0.36  2.36
C  -2.82  0.03  2.28
P  -1.84  0.32  0.74
C  -2.60  -0.74  -0.56
C  -1.99  -0.70  -1.81
C  -2.46  -1.50  -2.85
C  -3.55  -2.35  -2.64
C  -4.14  -2.40  -1.39
C  -3.67  -1.60  -0.36
C  -2.78  1.93  0.28
C  -3.71  2.11  -0.74
C  -4.27  3.35  -1.01
C  -3.90  4.46  -0.25
C  -2.97  4.30  0.77
C  -2.41  3.06  1.02
H  3.03  -2.64  1.46
H  -0.15  -0.60  4.38
H  -2.22  -0.14  5.63
H  -4.58  0.52  5.71
H  -5.88  0.77  3.59
H  -4.71  0.57  1.44
H  -1.11  -0.09  -1.96
H  -1.97  -1.47  -3.82
H  -3.90  -2.98  -3.45
H  -4.96  -3.09  -1.21
H  -4.12  -1.68  0.63
H  -4.02  1.25  -1.34
H  -4.99  3.46  -1.81
H  -4.34  5.43  -0.45
H  -2.67  5.16  1.37
H  -1.67  2.94  1.80
N  8.87  5.45  -1.49
C  8.00  4.88  -1.01
C  6.90  4.18  -0.39
C  6.10  3.31  -1.14
C  5.05  2.65  -0.55
C  4.78  2.83  0.81
C  5.59  3.69  1.56
C  6.63  4.36  0.97
N  3.72  2.16  1.41
C  3.09  2.46  2.61
C  2.13  1.52  2.77
N  2.15  0.63  1.72
C  3.08  1.03  0.92
H  6.30  3.17  -2.20
H  4.42  2.00  -1.14
H  5.41  3.81  2.62
H  7.26  5.02  1.55
H  3.36  3.31  3.21
H  1.43  1.40  3.58
H  3.37  0.51  0.02
C  3.24  -0.85  -3.95
C  1.78  -1.16  -3.62
C  0.88  -0.10  -4.28
C  1.42  -2.54  -4.19
C  1.58  -1.16  -2.16
C  1.43  -1.17  -0.94
H  3.41  -0.86  -5.04
H  3.90  -1.58  -3.49
H  3.51  0.14  -3.57
H  1.02  -0.09  -5.37
H  1.12  0.89  -3.89
H  -0.16  -0.30  -4.06
H  1.53  -2.55  -5.28
H  0.38  -2.79  -3.94
H  2.06  -3.31  -3.76
C  -0.74  -1.90  1.40
C  -1.08  -3.27  1.05
C  -0.96  -3.74  -0.27
C  -1.40  -5.00  -0.62
C  -1.98  -5.84  0.33
C  -2.10  -5.39  1.64
C  -1.65  -4.13  2.00
H  -0.49  -3.08  -0.99
H  -1.29  -5.33  -1.64
H  -2.34  -6.82  0.05
H  -2.55  -6.04  2.39
H  -1.74  -3.79  3.02

Output
Expectation value of S²: 0.784
Frontier orbital gap (alpha / beta) in eV: 3.529 / 3.986
Total charge: -2
2S+1: 2
Relative energy (zero: lowest compared OMol25 entry of this formula, charge and spin) in kJ/mol: 36.27

And the Mulliken charges, in e, turn out to be: atom 1 (Cu): -0.8351, atom 2 (O): -0.9851, atom 3 (N): -0.3982, atom 4 (C): -1.7962, atom 5 (C): 0.4465, atom 6 (C): -0.5871, atom 7 (C): -0.4771, atom 8 (C): -0.9220, atom 9 (C): -0.0238, atom 10 (C): 0.7977, atom 11 (P): 0.3263, atom 12 (C): 0.6702, atom 13 (C): -0.4390, atom 14 (C): -0.4467, atom 15 (C): -0.7500, atom 16 (C): -0.7681, atom 17 (C): -0.2773, atom 18 (C): 0.1785, atom 19 (C): -0.0342, atom 20 (C): -0.6490, atom 21 (C): -0.4413, atom 22 (C): -0.6070, atom 23 (C): -0.5111, atom 24 (H): 0.0663, atom 25 (H): 0.4235, atom 26 (H): 0.3431, atom 27 (H): 0.3260, atom 28 (H): 0.3766, atom 29 (H): 0.4311, atom 30 (H): 0.4422, atom 31 (H): 0.2701, atom 32 (H): 0.3094, atom 33 (H): 0.3136, atom 34 (H): 0.3547, atom 35 (H): 0.2806, atom 36 (H): 0.3814, atom 37 (H): 0.3382, atom 38 (H): 0.3581, atom 39 (H): 0.3845, atom 40 (N): -0.5766, atom 41 (C): 0.1398, atom 42 (C): 0.5044, atom 43 (C): -0.9943, atom 44 (C): -0.4298, atom 45 (C): 1.2084, atom 46 (C): -0.4694, atom 47 (C): -0.9236, atom 48 (N): 0.3758, atom 49 (C): -0.1071, atom 50 (C): -1.0885, atom 51 (N): -0.0838, atom 52 (C): -0.3930, atom 53 (H): 0.4157, atom 54 (H): 0.6109, atom 55 (H): 0.3182, atom 56 (H): 0.4063, atom 57 (H): 0.3313, atom 58 (H): 0.4166, atom 59 (H): 0.3000, atom 60 (C): -1.8377, atom 61 (C): 2.9613, atom 62 (C): -1.5332, atom 63 (C): -1.7624, atom 64 (C): -0.1189, atom 65 (C): -0.4239, atom 66 (H): 0.4310, atom 67 (H): 0.3863, atom 68 (H): 0.2135, atom 69 (H): 0.4480, atom 70 (H): 0.3364, atom 71 (H): 0.1685, atom 72 (H): 0.4243, atom 73 (H): 0.2640, atom 74 (H): 0.3839, atom 75 (C): 1.3720, atom 76 (C): -0.0365, atom 77 (C): 0.1616, atom 78 (C): -0.8601, atom 79 (C): -0.4544, atom 80 (C): -0.6421, atom 81 (C): -0.6742, atom 82 (H): 0.5146, atom 83 (H): 0.3802, atom 84 (H): 0.3533, atom 85 (H): 0.3459, atom 86 (H): 0.3669

***

For the records above, the corresponding energy values read -90252.6172, -106086.5344 eV.